12
Properties=species:S:1:pos:R:3 method="wB97M-V/def2-TZVPD" lumo_ev="-0.5776 / -1.1746" relative_energy_kcal_mol=120.7 energy_ha=-265.34328 charge=0
C -1.511 0.773 0.246
C -0.156 0.489 -0.292
C 0.878 0.010 0.681
N 1.240 -1.129 -0.149
C 0.490 -0.842 -1.329
N 0.231 -1.221 -2.428
H -1.582 1.874 0.299
H -1.674 0.396 1.264
H -2.323 0.455 -0.412
H 1.662 0.771 0.796
H 0.518 -0.307 1.667
H 2.227 -1.268 -0.344

39
Properties=species:S:1:pos:R:3 method="wB97M-V/def2-TZVPD" lumo_ev=-0.6536 relative_energy_kcal_mol=86.4 energy_ha=-993.63551 charge=0
O -3.917 1.270 0.792
H -4.458 0.756 0.184
H -3.036 0.914 0.655
O 1.596 -3.115 -1.649
H 1.215 -2.496 -2.300
H 1.886 -2.359 -1.110
O -1.662 1.883 2.112
H -0.907 2.459 2.270
H -2.382 2.365 2.532
O 2.707 0.713 -3.064
H 1.982 0.465 -3.654
H 3.394 0.051 -3.168
O 2.056 2.613 2.007
H 1.172 2.337 2.253
H 1.854 2.645 1.067
O 0.405 -0.792 -3.364
H -0.505 -0.719 -3.042
H 0.257 -1.420 -4.080
O 0.039 3.026 -0.029
H 0.771 3.352 -0.608
H -0.252 2.395 -0.701
O -1.386 -1.292 1.810
H -1.388 -1.966 1.146
H -1.721 -1.442 2.684
O -1.108 -3.641 -1.246
H -0.585 -3.076 -0.663
H -0.354 -3.976 -1.747
O 0.640 -0.160 4.222
H 0.899 0.740 3.983
H 1.433 -0.570 3.848
O -3.485 -2.781 -0.051
H -2.835 -3.064 -0.721
H -2.914 -2.788 0.725
O 1.339 0.268 1.426
H 1.744 -0.550 1.175
H 0.505 0.305 1.861
O 2.135 2.841 -1.640
H 1.900 2.406 -2.468
H 2.968 2.400 -1.447

49
Properties=species:S:1:pos:R:3 method="wB97M-V/def2-TZVPD" lumo_ev=-0.4458 relative_energy_kcal_mol=38.3 energy_ha=-1601.04586 smiles="Cc1ccccc1NC(=O)[C@H]1CCCN1S(=O)(=O)c1cccc2cccnc12" charge=0
C -1.586 -0.479 2.358
C -2.204 -0.874 1.057
C -3.587 -0.868 0.912
C -4.197 -1.186 -0.287
C -3.421 -1.518 -1.384
C -2.046 -1.537 -1.263
C -1.431 -1.232 -0.051
N -0.026 -1.215 -0.036
C 0.841 -1.667 0.894
O 0.559 -2.337 1.864
C 2.289 -1.271 0.574
N 2.374 -0.348 -0.550
S 2.717 1.238 -0.115
O 3.583 1.275 1.034
O 3.136 1.944 -1.286
C 1.118 1.856 0.424
C 1.035 2.435 1.658
C -0.174 2.992 2.106
C -1.280 2.965 1.301
C -1.223 2.376 0.022
C -2.331 2.315 -0.849
C -2.185 1.738 -2.079
C -0.933 1.197 -2.421
N 0.109 1.216 -1.638
C 0.001 1.807 -0.433
H -0.788 0.721 -3.382
H -3.007 1.677 -2.775
H -3.278 2.726 -0.528
H -2.215 3.394 1.631
H -0.219 3.441 3.086
H 1.918 2.452 2.277
C 3.213 -0.928 -1.592
C 4.104 -1.928 -0.857
H 4.923 -1.400 -0.367
C 3.144 -2.494 0.187
H 2.507 -3.261 -0.257
H 3.647 -2.920 1.051
H 4.510 -2.692 -1.517
H 2.569 -1.438 -2.317
H 3.752 -0.128 -2.095
H 2.702 -0.785 1.466
H 0.418 -0.778 -0.843
H -1.427 -1.798 -2.109
H -3.884 -1.763 -2.328
H -5.274 -1.168 -0.367
H -4.195 -0.597 1.763
H -1.167 -1.354 2.854
H -0.767 0.221 2.199
H -2.325 -0.020 3.010

42
Properties=species:S:1:pos:R:3 method="wB97M-V/def2-TZVPD" lumo_ev="-3.2347 / -3.1554" relative_energy_kcal_mol=4.0 energy_ha=-4577.62374 charge=+1 spin_multiplicity=2
Co -0.568 -0.279 -0.947
N -1.680 -1.542 0.435
C -2.475 -0.626 1.266
C -1.649 0.611 1.553
N -1.046 1.215 0.344
C -1.884 2.217 -0.347
C -2.856 1.570 -1.317
N -2.101 0.626 -2.152
H -2.263 -2.312 0.124
H -0.935 -1.953 0.990
H -2.779 -1.074 2.214
H -3.386 -0.377 0.724
H -0.823 0.323 2.199
H -2.254 1.344 2.094
H -0.172 1.649 0.619
H -1.206 2.871 -0.898
H -2.434 2.834 0.369
H -3.363 2.341 -1.899
H -3.624 1.014 -0.784
H -1.550 1.135 -2.842
H -2.726 0.032 -2.687
I 1.026 0.485 -4.474
C 1.182 -1.597 -4.175
I -0.228 -2.371 -2.788
H 2.168 -1.819 -3.789
H 0.990 -2.096 -5.116
C 4.052 -0.554 1.071
Ge 2.135 -0.266 1.187
C 1.859 1.404 2.191
C 1.339 -1.760 2.177
C 1.373 -0.156 -0.597
H 4.492 -0.630 2.067
H 4.528 0.274 0.544
H 4.264 -1.476 0.528
H 2.560 1.435 3.027
H 0.864 1.512 2.616
H 2.071 2.274 1.563
H 1.971 -2.030 3.024
H 1.251 -2.639 1.534
H 0.351 -1.518 2.579
H 1.877 -0.913 -1.207
H 1.647 0.822 -1.021

14
Properties=species:S:1:pos:R:3 method="wB97M-V/def2-TZVPD" lumo_ev=0.3745 relative_energy_kcal_mol=122.4 energy_ha=-412.01387 charge=0
C 0.147 -0.776 0.889
C -0.703 1.830 -0.395
N -0.412 0.405 -0.455
N 1.041 -1.659 0.305
N -1.397 -0.440 -0.648
C 2.279 -1.279 -0.028
O -2.540 -0.013 -0.810
N 3.327 -0.909 -0.325
H 0.643 -2.416 -0.237
H 0.625 -0.013 1.489
H -0.662 -1.274 1.410
H -1.246 2.115 -1.300
H -1.352 2.069 0.453
H 0.250 2.359 -0.347

123
Properties=species:S:1:pos:R:3 method="wB97M-V/def2-TZVPD" lumo_ev=-1.8217 energy_ha=-7039.20135 charge=0
C 4.968 1.897 1.564
P 3.691 0.666 2.221
C 4.598 -0.960 2.707
N 2.915 1.259 3.746
C 3.295 2.661 4.138
N 4.452 2.664 4.786
C 5.268 1.438 5.140
O 4.865 0.760 6.153
O 6.379 1.142 4.391
Si 5.097 4.256 5.284
C 6.793 3.925 6.177
C 5.550 5.437 3.814
C 4.023 5.159 6.632
N 2.262 3.472 3.666
C 2.053 4.892 3.581
C 2.571 5.629 2.225
O 3.466 5.202 1.471
Br 1.649 7.345 1.717
C 0.986 2.664 3.500
C -0.097 2.811 4.714
C 0.646 2.576 6.144
N 0.808 3.527 7.046
P 0.048 2.861 1.831
C 1.299 2.858 0.374
O -0.728 4.395 1.717
C 1.464 1.128 3.386
C 0.575 -0.058 3.990
C -0.628 -0.540 2.995
C -1.960 -0.902 3.844
S -3.477 -0.516 2.845
H 6.040 1.661 1.941
H 4.776 2.991 1.832
H 4.983 1.786 0.411
H 5.596 -1.083 2.132
H 3.957 -1.889 2.525
H 4.804 -0.925 3.843
H 6.547 3.371 7.167
H 7.214 4.953 6.516
H 7.528 3.339 5.529
H 6.588 5.909 4.004
H 4.754 6.258 3.804
H 5.632 4.840 2.841
H 4.173 6.294 6.432
H 2.914 4.930 6.474
H 4.401 4.950 7.695
H 0.912 5.112 3.592
H 2.458 5.559 4.443
H -0.993 2.121 4.557
H -0.496 3.898 4.772
H 1.064 1.537 6.425
H 0.393 4.414 6.679
H 2.383 2.998 0.707
H 0.976 3.547 -0.487
H 1.236 1.781 -0.056
H -0.220 4.913 1.042
H 1.488 0.851 2.256
H 0.179 0.106 5.049
H 1.275 -0.982 4.061
H -0.301 -1.530 2.487
H -0.830 0.197 2.146
H -1.966 -0.210 4.756
H -1.859 -1.995 4.164
H -3.578 0.884 2.898
C -7.463 1.848 0.414
C -8.636 1.388 -0.022
C -8.950 -0.057 0.003
O -10.019 -0.479 -0.397
C -7.914 -0.970 0.531
C -6.740 -0.509 0.967
C -6.428 0.936 0.941
O -5.358 1.359 1.340
H -7.217 2.902 0.403
H -9.406 2.043 -0.412
H -8.160 -2.024 0.542
H -5.970 -1.163 1.355
C -2.969 2.793 -4.120
C -4.253 3.031 -4.398
C -5.277 3.055 -3.332
O -6.448 3.270 -3.585
C -4.824 2.807 -1.947
C -3.541 2.569 -1.669
C -2.517 2.545 -2.734
O -1.345 2.329 -2.479
H -2.206 2.771 -4.889
H -4.601 3.215 -5.407
H -5.585 2.829 -1.179
H -3.194 2.385 -0.659
C -0.045 0.003 -7.165
C 0.474 -1.222 -7.247
C 0.849 -1.980 -6.034
O 1.325 -3.098 -6.108
C 0.624 -1.327 -4.727
C 0.105 -0.102 -4.645
C -0.270 0.655 -5.858
O -0.747 1.774 -5.782
H -0.325 0.572 -8.042
H 0.644 -1.715 -8.196
H 0.904 -1.896 -3.849
H -0.066 0.392 -3.695
C -1.511 -6.871 -7.132
C -1.020 -5.669 -7.434
C -1.907 -4.502 -7.618
O -1.459 -3.404 -7.896
C -3.361 -4.718 -7.454
C -3.852 -5.920 -7.152
C -2.964 -7.088 -6.967
O -3.412 -8.185 -6.690
H -0.877 -7.735 -6.995
H 0.042 -5.493 -7.557
H -3.996 -3.852 -7.592
H -4.914 -6.096 -7.028
C -0.146 -10.833 -3.147
C -0.582 -9.736 -3.769
C 0.359 -8.790 -4.404
O -0.038 -7.787 -4.970
C 1.801 -9.107 -4.326
C 2.237 -10.203 -3.705
C 1.296 -11.150 -3.069
O 1.692 -12.151 -2.503
H -0.821 -11.536 -2.676
H -1.635 -9.489 -3.836
H 2.476 -8.403 -4.798
H 3.289 -10.449 -3.638

What did the fifth record say?
14
Properties=species:S:1:pos:R:3 method="wB97M-V/def2-TZVPD" lumo_ev=0.3745 relative_energy_kcal_mol=122.4 energy_ha=-412.01387 charge=0
C 0.147 -0.776 0.889
C -0.703 1.830 -0.395
N -0.412 0.405 -0.455
N 1.041 -1.659 0.305
N -1.397 -0.440 -0.648
C 2.279 -1.279 -0.028
O -2.540 -0.013 -0.810
N 3.327 -0.909 -0.325
H 0.643 -2.416 -0.237
H 0.625 -0.013 1.489
H -0.662 -1.274 1.410
H -1.246 2.115 -1.300
H -1.352 2.069 0.453
H 0.250 2.359 -0.347